Below is a cluster of 3 separate species, C16H39FN3O6S in total in a non-equilibrium geometry, with properties calculated with ωB97M-V/def2-TZVPD.

Its total energy is -47521.3204 eV. The gap between HOMO and LUMO comes out at 0.235 Eh. As for the lowest unoccupied orbital energy: -3.84 eV. The calculation puts the highest occupied orbital energy at -10.24 eV. Its total charge is +1.

Atoms and positions in Å:
O1 -3.250 -1.203 0.990
S1 -1.972 -0.692 1.499
O2 -1.865 0.777 1.336
F1 -0.772 -1.377 0.605
C1 -1.805 -1.115 3.268
C2 -1.451 -2.677 3.327
C3 -0.142 -2.602 4.196
N1 0.570 -1.400 3.691
C4 -0.521 -0.330 3.750
H1 -2.663 -0.961 3.942
H2 -2.147 -3.314 3.901
H3 -1.322 -3.096 2.311
H4 -0.538 -2.250 5.178
H5 0.422 -3.519 4.428
H6 0.801 -1.515 2.699
H7 1.308 -1.005 4.276
H8 -0.562 -0.054 4.820
H9 -0.186 0.540 3.145
C5 0.971 -3.854 -3.779
O3 -0.135 -4.101 -2.926
C6 -0.546 -2.965 -2.174
C7 -1.891 -2.443 -2.663
N2 -1.770 -1.823 -3.979
C8 -3.052 -1.548 -4.631
C9 -3.969 -2.733 -4.952
O4 -3.470 -3.601 -5.956
C10 -2.552 -4.580 -5.503
H10 1.322 -4.813 -4.156
H11 0.685 -3.234 -4.633
H12 1.791 -3.375 -3.235
H13 0.213 -2.176 -2.177
H14 -0.665 -3.304 -1.140
H15 -2.269 -1.702 -1.952
H16 -2.585 -3.291 -2.678
H17 -1.231 -2.430 -4.581
H18 -2.818 -1.046 -5.573
H19 -3.605 -0.825 -4.022
H20 -4.894 -2.317 -5.358
H21 -4.260 -3.298 -4.059
H22 -2.773 -4.918 -4.487
H23 -1.528 -4.204 -5.564
H24 -2.620 -5.438 -6.172
C11 4.297 5.662 3.068
O5 2.906 5.862 2.880
C12 2.566 6.342 1.580
C13 1.842 5.269 0.779
N3 2.749 4.185 0.408
C14 2.076 2.998 -0.116
C15 1.097 2.261 0.804
O6 1.718 1.614 1.921
C16 1.974 2.460 3.034
H25 4.469 5.485 4.130
H26 4.653 4.788 2.513
H27 4.868 6.545 2.769
H28 3.441 6.720 1.044
H29 1.881 7.181 1.727
H30 1.427 5.716 -0.128
H31 1.011 4.907 1.395
H32 3.289 3.914 1.218
H33 2.865 2.293 -0.395
H34 1.557 3.267 -1.041
H35 0.642 1.459 0.218
H36 0.269 2.894 1.136
H37 1.218 3.241 3.144
H38 2.967 2.904 2.959
H39 1.967 1.844 3.939



Below is a structure of composition C20H21CaN3O3S in a non-equilibrium geometry, with properties calculated with ωB97M-V/def2-TZVPD.

Its total energy is -60968.0663 eV. The gap between HOMO and LUMO comes out at 0.221 Eh. As for the lowest unoccupied orbital energy: -0.76 eV. The calculation puts the highest occupied orbital energy at -6.76 eV. The calculation puts the energy above the lowest of the compared OMol25 structures with the same formula, charge and spin at 0.000 eV.

Atoms and positions in Å:
C1 -5.500 0.294 0.350
C2 -5.505 1.591 -0.456
H1 -5.693 -0.567 -0.296
H2 -6.285 0.314 1.111
H3 -4.546 0.132 0.858
H4 -4.640 1.662 -1.119
H5 -6.404 1.656 -1.075
H6 -5.500 2.465 0.200
C3 1.094 -3.020 0.051
C4 1.991 -4.054 -0.227
C5 3.086 -3.797 -1.051
C6 3.259 -2.503 -1.555
H7 0.263 -3.167 0.754
H8 1.815 -5.027 0.227
H9 3.802 -4.585 -1.289
H10 4.111 -2.237 -2.172
N1 1.213 -1.804 -0.503
C7 2.308 -1.505 -1.249
C8 2.433 -0.092 -1.687
N2 1.472 0.763 -1.244
C9 1.507 2.046 -1.644
C10 3.502 1.683 -2.941
C11 2.500 2.553 -2.499
H11 0.701 2.679 -1.269
H12 2.458 3.602 -2.788
C12 3.478 0.348 -2.529
H13 4.233 -0.370 -2.847
H14 4.289 2.039 -3.605
Ca1 -0.336 -0.170 0.296
C13 -1.193 2.009 0.187
H15 -1.438 2.272 -0.853
H16 -0.494 2.755 0.588
H17 -2.106 2.039 0.802
O1 2.257 -1.666 2.378
C14 1.511 -0.910 3.014
N3 0.598 -0.053 2.411
S1 -0.273 0.903 3.432
O2 0.117 2.288 3.357
O3 -1.676 0.565 3.300
C15 0.464 0.160 4.865
C16 0.190 0.472 6.191
C17 0.897 -0.234 7.177
C18 1.847 -1.203 6.809
C19 2.116 -1.485 5.465
C20 1.410 -0.774 4.491
H18 -0.554 1.239 6.410
H19 0.695 -0.021 8.231
H20 2.385 -1.745 7.589
H21 2.847 -2.231 5.126



Below is a structure of composition C16H23FeIN2O in a non-equilibrium geometry, with properties calculated with ωB97M-V/def2-TZVPD.

Its spin multiplicity is 5. Its total energy is -64482.3528 eV. The gap between HOMO and LUMO (alpha / beta) comes out at 0.257 / 0.252 Eh. As for the lowest unoccupied orbital energy (alpha / beta): -0.88 / -0.98 eV. The calculation puts the highest occupied orbital energy (alpha / beta) at -7.87 / -7.84 eV. The calculation puts the energy above the lowest of the compared OMol25 structures with the same formula, charge and spin at 0.203 eV.

Atoms and positions in Å:
C1 3.150 3.810 0.403
C2 4.237 2.807 -0.032
H1 2.842 4.424 -0.447
H2 3.522 4.496 1.164
H3 2.295 3.267 0.825
H4 3.852 2.068 -0.744
H5 5.074 3.332 -0.508
H6 4.657 2.300 0.847
C3 -2.845 1.126 -1.177
C4 -4.026 1.064 -1.912
C5 -4.235 -0.021 -2.774
C6 -3.264 -1.026 -2.858
H7 -2.657 1.896 -0.435
H8 -4.765 1.854 -1.800
H9 -5.139 -0.091 -3.384
H10 -3.397 -1.915 -3.462
N1 -1.852 0.244 -1.371
C7 -2.055 -0.846 -2.162
C8 -0.945 -1.772 -2.200
N2 0.122 -1.364 -1.463
C9 1.132 -2.224 -1.249
C10 0.192 -3.805 -2.825
C11 1.231 -3.421 -1.961
H11 1.850 -1.918 -0.490
H12 2.119 -4.040 -1.840
C12 -0.939 -2.991 -2.897
H13 -1.799 -3.253 -3.495
H14 0.265 -4.711 -3.432
Fe1 0.035 0.560 -0.435
I1 0.423 2.918 -0.986
C13 -1.279 0.380 3.027
C14 0.100 -0.147 2.633
C15 1.296 0.607 3.203
C16 0.149 -1.542 3.265
O1 0.255 -0.189 1.248
H15 -1.346 0.459 4.125
H16 -2.049 -0.341 2.698
H17 -1.521 1.356 2.585
H18 1.238 0.695 4.296
H19 2.212 0.049 2.950
H20 1.393 1.606 2.761
H21 -0.696 -2.157 2.924
H22 1.080 -2.068 3.015
H23 0.087 -1.474 4.368



Below is a cluster of 2 separate species, C5H13NO2 in total in a non-equilibrium geometry, with properties calculated with ωB97M-V/def2-TZVPD.

The SMILES is CCCNCC=O.O. Its total energy is -10979.1991 eV. The gap between HOMO and LUMO comes out at 0.385 Eh. As for the lowest unoccupied orbital energy: 0.86 eV. The calculation puts the highest occupied orbital energy at -9.61 eV. The calculation puts the energy above the lowest of the compared OMol25 structures with the same formula, charge and spin at 2.680 eV.

Atoms and positions in Å:
C1 0.960 2.383 0.646
C2 2.427 2.335 1.000
C3 0.647 1.769 -0.700
N1 0.681 0.219 -0.633
C4 -0.737 -0.191 -0.481
C5 -0.868 -1.589 0.179
O1 -1.903 -2.172 -0.036
H1 0.498 3.387 0.693
H2 0.380 1.932 1.501
H3 3.060 1.909 0.247
H4 2.559 1.769 2.020
H5 2.833 3.267 1.377
H6 1.414 2.003 -1.426
H7 -0.404 1.968 -0.974
H8 1.014 0.019 -1.562
H9 -1.303 -0.298 -1.419
H10 -1.338 0.423 0.225
H11 -0.236 -1.910 1.025
H12 -3.437 -6.108 -1.202
H13 -3.009 -5.089 -0.217
O2 -3.238 -6.027 -0.262



Below is a structure of composition C53H40N7O2P2PtSe2 in a non-equilibrium geometry, with properties calculated with ωB97M-V/def2-TZVPD.

Its total energy is -222656.1457 eV. The gap between HOMO and LUMO (alpha / beta) comes out at 0.202 / 0.202 Eh. As for the lowest unoccupied orbital energy (alpha / beta): 1.55 / 1.55 eV. The calculation puts the highest occupied orbital energy (alpha / beta) at -3.95 / -3.95 eV. The calculation puts the energy above the lowest of the compared OMol25 structures with the same formula, charge and spin at 2.516 eV. Its total charge is -1.

Atoms and positions in Å:
Pt1 -0.049 -0.042 0.235
Se1 7.142 -0.167 -0.846
P1 5.750 1.386 -0.605
C1 6.291 2.373 0.834
C2 6.847 3.644 0.741
C3 7.385 4.251 1.867
C4 7.381 3.589 3.085
C5 6.827 2.318 3.181
C6 6.288 1.710 2.061
C7 5.783 2.423 -2.098
C8 4.691 2.477 -2.957
C9 4.794 3.145 -4.167
C10 5.987 3.754 -4.526
C11 7.093 3.664 -3.691
C12 6.999 2.983 -2.490
C13 4.045 0.850 -0.359
C14 2.734 1.336 -0.141
N1 1.954 0.215 -0.164
N2 2.706 -0.845 -0.378
N3 3.948 -0.494 -0.491
P2 1.852 2.909 0.106
Se2 -0.188 2.787 -0.471
C15 2.697 4.213 -0.865
C16 3.940 4.727 -0.504
C17 4.549 5.702 -1.278
C18 3.926 6.177 -2.420
C19 2.677 5.687 -2.774
C20 2.066 4.712 -2.002
C21 2.009 3.366 1.867
C22 0.858 3.641 2.597
C23 0.952 3.998 3.932
C24 2.194 4.108 4.540
C25 3.345 3.825 3.818
C26 3.249 3.433 2.493
H1 6.848 4.163 -0.209
H2 7.820 5.240 1.791
H3 7.814 4.060 3.958
H4 6.827 1.802 4.132
H5 5.857 0.717 2.122
H6 3.764 1.991 -2.679
H7 3.943 3.187 -4.834
H8 6.062 4.284 -5.467
H9 8.034 4.110 -3.987
H10 7.870 2.847 -1.861
H11 4.433 4.381 0.390
H12 5.517 6.097 -0.994
H13 4.407 6.932 -3.029
H14 2.175 6.069 -3.654
H15 1.088 4.339 -2.275
H16 -0.112 3.559 2.122
H17 0.054 4.185 4.506
H18 2.265 4.401 5.580
H19 4.318 3.900 4.285
H20 4.142 3.153 1.959
C27 -4.700 0.093 -2.618
C28 -5.166 0.011 -1.314
C29 -4.287 -0.093 -0.256
C30 -2.906 -0.115 -0.486
C31 -2.446 -0.063 -1.813
C32 -3.336 0.044 -2.861
N4 -1.994 -0.145 0.584
N5 -2.448 -0.110 1.770
C33 -1.458 0.053 2.693
C34 -1.733 0.110 4.067
C35 -0.703 0.303 4.961
C36 0.613 0.427 4.512
C37 0.899 0.365 3.153
C38 -0.125 0.204 2.237
H21 -5.395 0.187 -3.442
H22 -6.232 0.030 -1.127
H23 -4.641 -0.157 0.764
H24 -1.388 -0.137 -2.020
H25 -2.968 0.079 -3.878
H26 -2.755 -0.009 4.409
H27 -0.916 0.347 6.022
H28 1.420 0.557 5.224
H29 1.927 0.423 2.817
O1 -1.679 -2.941 -2.082
C39 -0.948 -3.195 -1.140
N6 -0.730 -4.485 -0.673
C40 0.353 -4.521 0.280
C41 0.521 -2.991 0.524
O2 1.212 -2.519 1.413
N7 -0.231 -2.306 -0.370
C42 1.628 -5.147 -0.293
C43 2.886 -4.659 0.042
C44 4.027 -5.255 -0.475
C45 3.927 -6.332 -1.342
C46 2.676 -6.827 -1.677
C47 1.536 -6.242 -1.148
C48 0.003 -5.277 1.563
C49 -0.963 -6.277 1.545
C50 -1.221 -7.031 2.681
C51 -0.535 -6.780 3.858
C52 0.410 -5.764 3.891
C53 0.686 -5.025 2.752
H30 -0.916 -5.240 -1.307
H31 2.966 -3.792 0.686
H32 5.003 -4.869 -0.210
H33 4.817 -6.787 -1.760
H34 2.582 -7.667 -2.354
H35 0.571 -6.659 -1.410
H36 -1.531 -6.465 0.643
H37 -1.962 -7.821 2.645
H38 -0.739 -7.371 4.742
H39 0.938 -5.553 4.813
H40 1.407 -4.222 2.787



Below is a structure of composition C17H15BrCoN3O6S3, with properties calculated with ωB97M-V/def2-TZVPD.

Its spin multiplicity is 5. Its total energy is -174803.5182 eV. The gap between HOMO and LUMO (alpha / beta) comes out at 0.347 / 0.245 Eh. As for the lowest unoccupied orbital energy (alpha / beta): 0.01 / -2.92 eV. The calculation puts the highest occupied orbital energy (alpha / beta) at -9.44 / -9.60 eV. The calculation puts the energy above the lowest of the compared OMol25 structures with the same formula, charge and spin at 0.000 eV.

Atoms and positions in Å:
Co1 0.203 0.337 -0.112
C1 5.740 -0.167 -0.049
C2 4.483 -0.129 0.774
C3 4.480 -0.412 2.134
C4 3.298 -0.401 2.850
C5 2.138 -0.098 2.165
Br1 0.473 -0.103 3.057
N1 2.112 0.185 0.871
C6 3.263 0.164 0.188
H1 6.607 0.117 0.545
H2 5.671 0.505 -0.903
H3 5.914 -1.173 -0.435
H4 5.410 -0.648 2.637
H5 3.265 -0.629 3.905
H6 3.178 0.378 -0.869
O1 0.393 0.830 -4.081
S1 0.079 0.312 -2.785
O2 1.247 -0.054 -1.949
O3 -0.763 1.170 -1.932
C7 -0.861 -1.200 -3.050
C8 -1.083 -1.506 -4.385
C9 -1.817 -2.624 -4.755
C10 -2.342 -3.451 -3.783
C11 -2.128 -3.160 -2.443
C12 -1.395 -2.047 -2.058
S2 -1.205 -1.865 -0.279
O4 0.250 -1.840 -0.026
O5 -1.935 -2.933 0.330
O6 -1.686 -0.496 0.056
H7 -0.670 -0.848 -5.136
H8 -1.971 -2.836 -5.804
H9 -2.918 -4.326 -4.052
H10 -2.530 -3.800 -1.671
C13 -4.883 1.907 0.025
C14 -3.659 2.691 -0.329
C15 -3.624 3.601 -1.384
C16 -2.435 4.261 -1.625
N2 -1.333 4.028 -0.910
C17 -1.477 3.100 0.010
S3 0.005 2.600 0.844
N3 -2.557 2.447 0.380
H11 -5.789 2.385 -0.343
H12 -4.940 1.773 1.103
H13 -4.802 0.914 -0.423
H14 -4.501 3.792 -1.986
H15 -2.352 5.006 -2.407